{
  "formula": "C5H8N2",
  "method": "ωB97M-V/def2-TZVPD",
  "species": ["C", "C", "N", "N", "C", "C", "C", "H", "H", "H", "H", "H", "H", "H", "H"],
  "xyz": [[0.87137, 0.73162, -2.56463], [0.88177, -0.12641, -1.17248], [-0.32483, -0.00524, -0.38855], [-0.43510, -1.10391, 0.51874], [-0.94045, -0.85471, 1.66219], [-1.17238, -1.04430, 3.09935], [-1.22978, 0.20560, 2.66870], [-0.14219, 0.73992, -2.88579], [1.32754, 1.77827, -2.29737], [1.54580, 0.25896, -3.31931], [1.09848, -1.26048, -1.26595], [1.76937, 0.16035, -0.61757], [-0.48418, 0.97451, 0.07093], [-1.37695, -1.72122, 3.84410], [-1.38847, 1.26704, 2.64764]],
  "atomic_forces_ev_per_a": [[2.11, -0.17, 2.61], [1.22, -0.98, -1.34], [-1.09, 1.46, 1.00], [-0.58, 0.21, 0.69], [0.99, 1.41, 1.07], [-0.01, 1.35, -3.11], [0.16, -0.90, -1.80], [-0.70, 0.41, -0.54], [-1.23, -1.79, -0.77], [-0.62, 0.34, 0.62], [-0.87, 1.76, -0.48], [0.30, 0.47, 0.28], [0.67, -2.35, -0.86], [-0.20, -1.27, 1.74], [-0.14, 0.04, 0.87]],
  "relative_energy_kcal_mol": 121.5,
  "homo_energy_ev": -7.76,
  "total_energy_ha": -304.6419,
  "orbital_gap_ev": 8.7
}